Formula: C5H9NO
Source: OMol25
Level of theory: the ωB97M-V functional and the def2-TZVPD basis

Last column: Mulliken charge in e.
CARTESIAN COORDINATES (ANGSTROEM)
C1 -1.2873 -1.3102 -0.0245  -1.614
C2 -0.4309 -0.1990 -0.5918  0.502
C3 -0.6064 1.2715 -0.1415  -0.726
C4 0.9330 1.4285 -0.0855  -0.533
C5 1.0442 -0.1127 -0.1141  0.634
N1 2.0596 -1.0183 -0.2014  -0.723
O1 1.5534 -0.5808 1.2558  -0.410
H1 -2.3133 -1.2800 -0.4028  0.390
H2 -1.3361 -1.2291 1.0673  0.364
H3 -0.8582 -2.2853 -0.2825  0.365
H4 -0.4293 -0.2568 -1.6972  0.263
H5 -1.1473 1.9474 -0.8107  0.302
H6 -1.0708 1.3195 0.8490  0.246
H7 1.3789 1.9281 0.7792  0.310
H8 1.3412 1.8666 -0.9989  0.249
H9 1.0901 -1.3794 1.5495  0.380

Computed properties:
Largest force on an atom: 0.0139 Eh/bohr
Highest occupied orbital energy: -0.28855 Eh
Multiplicity: 1
Lowest unoccupied orbital energy: 0.025 Eh
ΔE to the lowest compared entry with this formula, charge and spin: 544.9 kJ/mol
Charge: 0
HOMO-LUMO gap: 8.53 eV

***

Formula: C5H9NO
Source: OMol25
Level of theory: the ωB97M-V functional and the def2-TZVPD basis

Last column: Mulliken charge in e.
CARTESIAN COORDINATES (ANGSTROEM)
C1 -2.0737 -0.3910 0.0568  -1.253
C2 -1.1595 0.6128 0.7178  0.049
N1 -0.0267 0.2049 1.5528  -0.694
C3 0.2328 0.9018 0.2949  -0.116
C4 0.9831 0.1488 -0.7674  -0.101
C5 2.2771 -0.4336 -0.4030  -0.379
O1 1.1224 -1.2524 -0.5733  -0.451
H1 -2.8058 0.1298 -0.5704  0.320
H2 -2.6346 -0.9475 0.8172  0.289
H3 -1.5335 -1.1104 -0.5658  0.333
H4 -1.6937 1.4548 1.1588  0.367
H5 0.1619 -0.7850 1.3794  0.327
H6 0.5914 1.9258 0.4076  0.368
H7 0.8216 0.4419 -1.8060  0.408
H8 3.0592 -0.5669 -1.1487  0.289
H9 2.6180 -0.3277 0.6274  0.242

Computed properties:
Largest force on an atom: 0.0047 Eh/bohr
Highest occupied orbital energy: -0.33956 Eh
Multiplicity: 1
Lowest unoccupied orbital energy: 0.042 Eh
ΔE to the lowest compared entry with this formula, charge and spin: 282.6 kJ/mol
Charge: 0
HOMO-LUMO gap: 10.39 eV

***

Formula: C5H9NO
Source: OMol25
Level of theory: the ωB97M-V functional and the def2-TZVPD basis

Last column: Mulliken charge in e.
CARTESIAN COORDINATES (ANGSTROEM)
C1 -0.5726 -2.0057 -0.4118  -1.147
C2 -0.6918 -0.5382 -0.0107  -0.518
C3 0.6333 0.2103 -0.1309  -0.073
O1 1.1301 0.1757 -1.4551  -0.549
C4 0.5217 1.6811 0.3166  -0.479
C5 0.1800 1.8080 1.7349  0.256
N1 -0.0911 1.8574 2.8583  -0.427
H1 0.1028 -2.5454 0.2610  0.312
H2 -1.5481 -2.5002 -0.3789  0.370
H3 -0.1700 -2.0997 -1.4252  0.283
H4 -1.0771 -0.4440 1.0122  0.381
H5 -1.4236 -0.0323 -0.6607  0.290
H6 1.3937 -0.2824 0.4870  0.351
H7 0.3817 0.3413 -2.0445  0.377
H8 -0.2449 2.1915 -0.2797  0.262
H9 1.4758 2.1826 0.1274  0.310

Computed properties:
Largest force on an atom: 0.0215 Eh/bohr
Highest occupied orbital energy: -0.39945 Eh
Multiplicity: 1
Lowest unoccupied orbital energy: 0.027 Eh
ΔE to the lowest compared entry with this formula, charge and spin: 92.8 kJ/mol
Charge: 0
HOMO-LUMO gap: 11.60 eV

***

| no. | calculated total energy (Eh) |
| --- | --- |
| 1 | -325.73000 |
| 2 | -325.82992 |
| 3 | -325.90219 |